The following is a quantum chemistry calculation of an isolated molecule of C14H13ClN2O2, from the OMol25 dataset.

Structure (XYZ):
```
32
Properties=species:S:1:pos:R:3:lowdin_charge:R:1
C -3.421 0.944 -2.737 -0.06
N -3.990 0.684 -1.438 -0.16
C -5.332 1.179 -1.240 -0.04
C -3.312 0.177 -0.375 -0.42
O -3.776 0.169 0.750 0.07
C -1.979 -0.408 -0.654 -0.18
C -0.814 -0.245 0.049 0.05
C 0.163 -1.081 -0.550 -0.14
C 1.566 -1.228 -0.179 -0.37
O 2.350 -1.924 -0.787 0.10
C 1.963 -0.444 1.038 -0.19
C 1.508 -0.828 2.294 -0.03
C 1.891 -0.128 3.424 -0.07
C 2.726 0.971 3.307 -0.08
C 3.179 1.374 2.063 -0.10
C 2.798 0.662 0.937 -0.60
Cl 3.339 1.177 -0.623 0.72
C -0.464 -1.742 -1.593 -0.01
N -1.742 -1.326 -1.649 0.09
H -3.674 1.962 -3.042 0.09
H -3.824 0.257 -3.489 0.09
H -2.337 0.857 -2.711 0.09
H -5.367 2.265 -1.356 0.09
H -5.643 0.918 -0.231 0.09
H -6.009 0.721 -1.965 0.09
H -0.671 0.411 0.884 0.13
H 0.856 -1.685 2.376 0.13
H 1.536 -0.438 4.395 0.10
H 3.025 1.522 4.186 0.10
H 3.823 2.232 1.959 0.10
H -0.061 -2.469 -2.269 0.13
H -2.444 -1.681 -2.279 0.16
```

## Properties
* spin multiplicity: 1
* relative energy (zero: lowest compared OMol25 entry of this formula, charge and spin): 22.7 kcal per mole
* highest occupied orbital energy: -0.326 Eh
* gap between HOMO and LUMO: 0.343 Eh
* structure (SMILES): CN(C)C(=O)c1cc(C(=O)c2ccccc2Cl)c[nH]1